Record 1
23
Properties=species:S:1:pos:R:3 method="wB97M-V/def2-TZVPD" homo_lumo_gap_ev=8.17 e_tot_ha=-653.97839 max_force_ha_per_bohr=0.0913 de_lowest_ev=5.784
C -0.5551 2.8538 -1.3730
C 0.5289 -2.4932 -0.3732
C -1.2814 -1.0919 0.5751
C -0.4585 -0.6138 -1.6994
C 0.7325 1.5881 2.1285
C -0.0734 -1.0914 -0.3191
O 0.8950 -0.3468 0.4198
P 1.0976 1.2498 0.2945
H -0.1687 3.7250 -1.9856
H -0.7167 3.2771 -0.4095
H 1.2097 -2.5820 -1.1853
H 0.9604 -2.6576 0.5767
H -0.2485 -3.2028 -0.5547
H -1.2262 -1.8615 1.3590
H -2.0850 -1.3740 0.0477
H -1.2907 -0.1645 1.2203
H 0.4153 -0.4519 -2.2484
H -0.9748 -1.2791 -2.4898
H -1.0440 0.2783 -1.5700
H 0.5393 0.6398 2.5571
H 1.5708 2.0687 2.4727
H -0.2295 2.2828 2.2017
H 2.4029 1.2469 0.3549



Record 2
19
Properties=species:S:1:pos:R:3 method="wB97M-V/def2-TZVPD" smiles=NCNCCO.O homo_lumo_gap_ev=9.06 e_tot_ha=-381.44658 max_force_ha_per_bohr=0.0354 de_lowest_ev=1.859
N 2.8636 0.8639 -0.8597
C 1.9755 0.3353 0.1661
N 1.2722 -0.8760 -0.2740
C -0.1645 -0.9890 -0.4040
C -0.7745 -1.9373 0.6235
O -2.1658 -1.9374 0.3042
H 2.4631 1.0962 -1.7497
H 3.7227 0.3439 -0.8074
H 2.5883 0.1161 1.0351
H 1.1915 1.0615 0.5236
H 1.8663 -1.2731 -0.9820
H -0.5771 0.0186 -0.3120
H -0.3088 -1.3575 -1.4399
H -0.4090 -2.9571 0.3781
H -0.5237 -1.6606 1.6719
H -2.5463 -2.5673 0.9167
O -3.7604 4.0621 0.6381
H -3.3059 4.4939 -0.0842
H -3.4075 3.1640 0.6556



Record 3
14
Properties=species:S:1:pos:R:3 method="wB97M-V/def2-TZVPD" smiles="CC1=C(CO)N1O" homo_lumo_gap_ev=9.64 e_tot_ha=-361.69584 max_force_ha_per_bohr=0.0071 de_lowest_ev=5.035
C 1.4983 -1.0834 -1.1018
C 0.7312 -0.1184 -0.2988
C -0.2566 0.5872 0.1197
C -1.6417 1.1142 0.1079
O -2.4225 0.4831 -0.8822
N 0.9549 0.6230 0.9370
O 0.7660 -0.3478 2.0318
H 1.7328 -1.9536 -0.4804
H 0.9320 -1.4108 -1.9771
H 2.4415 -0.6346 -1.4290
H -2.0756 1.0126 1.1138
H -1.6322 2.1816 -0.1367
H -2.3839 -0.4669 -0.7121
H 1.3558 0.0138 2.7081